[1]
Molecular formula: C3H5NO2
Method: DFT, ωB97M-V/def2-TZVPD

The SMILES is CC(=O)/N=C/O. For the calculated total energy, the calculation gives -322.54077 a.u. The energy relative to the best compared isomer or geometry (same formula, charge and spin) comes out at 88.1 kJ/mol. The gap between HOMO and LUMO is 10.45 eV.

Geometry as ORCA input:
```
! wB97M-V def2-TZVPD RIJCOSX def2/J DEFGRID3
* xyz 0 1
C 1.11 0.33 1.40
C 0.08 -0.51 0.68
O -0.42 -1.53 1.11
N -0.21 0.08 -0.55
C -1.05 -0.36 -1.41
O -1.15 0.38 -2.50
H 1.98 0.46 0.74
H 1.40 -0.12 2.35
H 0.70 1.33 1.55
H -1.69 -1.24 -1.38
H -0.48 1.05 -2.20
*
```

[2]
Molecular formula: C2HBrN2O2
Method: DFT, ωB97M-V/def2-TZVPD

As for the expectation value of S²: 2.01. For the calculated total energy, the calculation gives -2910.63477 a.u. The energy relative to the best compared isomer or geometry (same formula, charge and spin) comes out at 112.3 kJ/mol. The gap between HOMO and LUMO (alpha / beta) is 6.77 / 8.32 eV.

Geometry as ORCA input:
```
! wB97M-V def2-TZVPD RIJCOSX def2/J DEFGRID3
* xyz 0 3
C 0.79 -0.06 0.04
C 0.15 1.15 0.16
N 2.03 -0.45 -0.25
N 2.99 -0.99 -0.52
O -0.17 -0.89 0.34
O -0.66 1.95 0.27
Br -3.21 -0.10 -0.18
H -1.93 -0.62 0.13
*
```

[3]
Molecular formula: C6H8
Method: DFT, ωB97M-V/def2-TZVPD

The SMILES is C#C/C(C)=C/C. For the calculated total energy, the calculation gives -233.30040 a.u. The energy relative to the best compared isomer or geometry (same formula, charge and spin) comes out at 227.4 kJ/mol. The gap between HOMO and LUMO is 9.41 eV.

Geometry as ORCA input:
```
! wB97M-V def2-TZVPD RIJCOSX def2/J DEFGRID3
* xyz 0 1
C -0.73 2.72 -1.25
C -0.70 1.55 -0.80
C -0.31 0.36 -0.12
C -1.20 -0.09 1.01
C 0.75 -0.38 -0.60
C 1.35 -1.59 0.10
H -0.91 3.75 -1.66
H -2.25 0.41 1.04
H -0.55 0.16 1.93
H -1.32 -1.28 0.94
H 1.34 0.01 -1.46
H 0.67 -2.04 0.81
H 2.22 -1.23 0.75
H 1.65 -2.35 -0.68
*
```